No. 1
{"formula": "C14H26Cl10Mg2O4", "method": "wB97M-V/def2-TZVPD", "species": ["Cl", "Cl", "Cl", "Cl", "Cl", "Cl", "Cl", "Cl", "Cl", "Cl", "Mg", "Mg", "O", "O", "O", "O", "C", "C", "C", "C", "C", "C", "C", "C", "C", "C", "C", "C", "C", "C", "H", "H", "H", "H", "H", "H", "H", "H", "H", "H", "H", "H", "H", "H", "H", "H", "H", "H", "H", "H", "H", "H", "H", "H", "H", "H"], "coordinates": [[14.956, 17.177, 15.191], [15.265, 11.870, 18.073], [12.335, 15.277, 14.236], [10.843, 9.853, 19.533], [2.743, 13.164, 19.662], [9.969, 12.632, 23.929], [6.954, 13.590, 18.652], [13.251, 12.225, 15.506], [7.610, 9.782, 21.377], [8.329, 14.999, 22.169], [8.122, 17.518, 17.372], [10.673, 16.110, 15.531], [9.624, 16.247, 17.565], [11.085, 14.845, 16.956], [9.356, 18.702, 16.323], [11.356, 17.937, 15.763], [10.260, 14.521, 19.219], [10.351, 15.206, 17.894], [8.675, 11.055, 20.709], [10.598, 18.893, 16.114], [11.244, 20.228, 16.361], [14.042, 15.093, 13.714], [5.351, 14.034, 19.316], [9.255, 10.649, 19.371], [9.973, 15.142, 22.904], [10.723, 13.835, 22.860], [13.475, 11.761, 18.181], [14.983, 15.447, 14.858], [4.375, 12.889, 19.044], [12.870, 11.231, 16.911], [12.322, 20.119, 16.340], [4.366, 12.725, 17.968], [8.102, 11.962, 20.517], [10.850, 13.483, 21.838], [11.750, 13.960, 23.208], [5.478, 14.289, 20.364], [16.008, 15.153, 14.641], [10.892, 15.053, 19.929], [14.255, 14.066, 13.418], [13.149, 10.192, 16.739], [13.246, 11.233, 19.104], [9.463, 11.547, 18.779], [13.144, 12.784, 18.382], [14.680, 14.899, 15.750], [10.906, 20.606, 17.323], [10.933, 20.900, 15.560], [9.901, 15.606, 23.884], [4.738, 11.971, 19.504], [10.480, 15.920, 22.325], [9.431, 11.295, 21.451], [9.216, 14.472, 19.515], [14.241, 15.709, 12.840], [8.592, 10.046, 18.757], [10.665, 13.515, 19.117], [11.781, 11.193, 16.961], [4.989, 14.905, 18.771]], "forces_ev_per_a": [[0.0, 0.3, 0.2], [-0.2, -0.1, 0.0], [0.0, -0.7, -1.2], [-0.1, -0.3, 0.0], [0.2, 0.3, -0.1], [0.0, -0.1, -0.4], [0.1, 0.2, -0.3], [0.2, 0.1, -0.3], [0.2, 0.4, -0.1], [0.2, 0.0, 0.2], [2.3, 0.3, -0.3], [0.8, 1.0, 0.9], [-2.0, 0.8, 0.3], [0.2, -1.0, 0.8], [-2.0, -0.4, 0.6], [-1.2, 0.4, -0.2], [0.3, 0.1, -0.7], [0.1, -0.2, -1.0], [-0.4, -0.1, -0.3], [1.8, -0.8, 0.3], [-0.5, -0.4, -0.2], [2.4, 0.0, 0.0], [-1.1, 0.1, 0.0], [0.4, 0.5, -0.2], [0.3, 0.8, -0.4], [0.4, 0.2, 0.4], [0.5, 1.1, 0.4], [-0.6, -0.3, 0.1], [0.8, -0.5, 0.1], [-0.7, -1.0, 0.6], [0.0, 0.0, 0.0], [-0.3, 0.0, 0.0], [-0.3, -0.2, 0.3], [-0.5, -0.4, 0.0], [-0.1, 0.3, 0.2], [0.0, -0.2, 0.1], [-0.1, 0.0, -0.3], [-0.2, 0.2, 0.2], [-0.8, -0.2, 0.2], [0.4, 0.2, -0.2], [-0.1, -0.6, -0.4], [-0.1, 0.0, 0.1], [0.0, 0.0, -0.3], [0.1, 0.1, 0.0], [0.0, 0.2, -0.1], [0.0, 0.2, 0.1], [-0.4, -0.5, 0.2], [0.0, 0.0, 0.1], [0.1, -0.3, -0.2], [0.1, -0.2, 0.0], [0.1, 0.2, 0.4], [-0.5, 0.3, 0.1], [0.0, -0.3, 0.3], [0.0, 0.0, -0.1], [0.0, 0.2, 0.3], [0.2, 0.1, 0.1]], "max_force_ev_per_a": 2.39, "charge": 2}



No. 2
{"formula": "C14H26Cl6N2", "method": "wB97M-V/def2-TZVPD", "species": ["Cl", "Cl", "Cl", "Cl", "Cl", "Cl", "N", "N", "C", "C", "C", "C", "C", "C", "C", "C", "C", "C", "C", "C", "C", "C", "H", "H", "H", "H", "H", "H", "H", "H", "H", "H", "H", "H", "H", "H", "H", "H", "H", "H", "H", "H", "H", "H", "H", "H", "H", "H"], "coordinates": [[3.944, 29.013, 11.787], [10.335, 26.531, 11.581], [9.286, 23.355, 11.370], [9.688, 25.785, 5.342], [8.280, 25.997, 8.316], [5.208, 26.064, 11.773], [3.949, 29.968, 4.855], [8.076, 30.301, 9.967], [6.074, 30.918, 7.485], [5.907, 27.339, 10.723], [9.024, 27.316, 6.018], [4.954, 28.472, 10.418], [6.110, 32.031, 12.493], [8.385, 30.743, 12.522], [7.501, 31.859, 13.076], [9.109, 27.347, 7.531], [9.173, 25.723, 12.686], [4.830, 30.500, 5.363], [5.032, 31.580, 8.373], [5.966, 31.181, 6.001], [8.279, 24.741, 11.982], [8.199, 30.494, 11.092], [6.129, 32.245, 11.424], [6.839, 27.687, 11.158], [7.980, 27.351, 5.721], [7.058, 31.250, 7.830], [6.074, 29.838, 7.659], [6.866, 30.819, 5.498], [7.629, 24.250, 12.699], [6.216, 26.846, 9.803], [10.142, 27.299, 7.870], [5.462, 29.356, 10.048], [5.583, 32.866, 12.961], [8.551, 26.539, 13.061], [4.255, 28.126, 9.658], [8.021, 32.820, 13.037], [4.054, 31.116, 8.188], [7.409, 31.724, 14.158], [7.764, 25.110, 11.107], [5.152, 31.440, 9.446], [9.442, 30.925, 12.705], [9.645, 28.101, 5.599], [4.896, 32.644, 8.177], [8.121, 29.816, 13.042], [8.663, 28.275, 7.888], [5.398, 31.210, 12.670], [9.722, 25.302, 13.522], [5.936, 32.249, 5.778]], "forces_ev_per_a": [[0.1, 0.0, 0.1], [0.0, -0.1, 0.1], [-0.1, 0.1, 0.0], [0.0, 0.2, 0.1], [-0.3, -0.2, 0.0], [0.0, 0.2, -0.2], [0.0, 0.0, 0.1], [-0.1, -0.1, 0.0], [0.7, 0.0, 1.2], [0.5, 0.0, 0.1], [0.0, -0.8, 0.4], [-0.6, -0.3, -0.4], [-0.8, 0.0, 0.0], [-0.5, -0.4, 0.1], [-0.1, 0.9, 0.8], [0.5, 0.3, -0.1], [-0.5, 0.9, -0.2], [0.0, 0.3, 0.0], [-1.3, -0.3, -0.4], [0.1, 0.0, -0.5], [1.1, -1.3, 0.0], [0.2, 0.1, 0.0], [0.1, -0.1, 0.0], [0.0, 0.1, 0.4], [0.1, 0.2, -0.3], [0.0, 0.0, -0.2], [0.0, 0.0, 0.0], [0.0, -0.1, 0.0], [-0.4, 0.4, -0.1], [-0.3, 0.1, -0.1], [0.0, 0.0, 0.0], [0.3, -0.1, 0.0], [0.4, 0.2, 0.0], [0.0, -0.1, 0.1], [-0.1, 0.1, 0.0], [0.1, -0.1, -0.5], [0.0, 0.1, -0.2], [0.0, -0.3, -0.1], [-0.1, 0.3, 0.2], [0.6, 0.0, 0.0], [0.0, 0.0, 0.0], [-0.3, 0.2, 0.0], [0.2, 0.0, 0.0], [0.1, -0.1, -0.1], [0.0, 0.0, 0.1], [0.6, -0.2, -0.2], [0.1, -0.2, -0.1], [-0.3, 0.0, 0.0]], "max_force_ev_per_a": 1.71}



Short version: frontier orbital gap = 5.0 11.0 eV, in the order given.
Short version: relative energy (zero: lowest compared OMol25 entry of this formula, charge and spin) = 65.2 0.0 kJ/mol, in the order given.